This record from OMol25 describes C39H26F12IN6PS2Zr as an isolated structure. The level of theory is wB97M-V/def2-TZVPD.

Structure (XYZ):
```
88
C39H26F12IN6PS2Zr (wB97M-V/def2-TZVPD)
Zr -0.982 1.108 -0.958
C 2.196 5.640 -2.158
C 2.536 4.222 -1.907
N 3.696 3.670 -2.040
N 3.517 2.360 -1.696
C 2.269 2.075 -1.352
S 1.613 0.615 -0.766
N 1.623 3.256 -1.494
N 0.271 3.365 -1.167
H 3.098 6.163 -2.464
H 1.806 6.117 -1.257
H 1.455 5.733 -2.954
H 4.305 1.730 -1.700
H 0.161 3.865 -0.285
H -0.217 3.886 -1.892
S -4.441 3.398 1.191
C -3.135 2.855 0.554
N -2.110 2.442 0.058
F 0.405 3.529 7.039
C 1.278 3.462 6.031
F 2.426 2.967 6.516
F 1.521 4.710 5.607
C 0.759 2.590 4.910
C 0.054 1.434 5.219
C -0.392 0.608 4.201
C -0.132 0.936 2.871
C 0.577 2.096 2.578
C 1.028 2.926 3.593
P -0.664 -0.165 1.533
C 0.617 -1.449 1.417
C 0.528 -2.423 0.417
C 1.551 -3.337 0.245
C 2.677 -3.271 1.056
C 2.773 -2.317 2.054
C 1.742 -1.405 2.235
C 3.799 -4.252 0.815
F 3.376 -5.513 0.925
F 4.288 -4.099 -0.435
F 4.813 -4.074 1.665
C -2.175 -0.942 2.160
C -3.231 -0.099 2.500
C -4.437 -0.628 2.923
C -4.587 -2.006 3.003
C -3.536 -2.851 2.683
C -2.326 -2.320 2.260
C -5.886 -2.607 3.483
F -5.777 -3.025 4.752
F -6.229 -3.667 2.737
F -6.890 -1.724 3.428
H -0.149 1.185 6.252
H -0.947 -0.289 4.444
H 0.808 2.337 1.546
H 1.581 3.828 3.370
H -0.343 -2.475 -0.226
H 1.478 -4.104 -0.515
H 3.647 -2.282 2.690
H 1.829 -0.659 3.013
H -3.112 0.977 2.454
H -5.258 0.023 3.189
H -3.660 -3.923 2.763
H -1.509 -2.988 2.021
F 4.038 -5.639 -3.228
C 2.713 -5.668 -3.082
F 2.211 -6.540 -3.961
F 2.444 -6.142 -1.849
C 2.091 -4.302 -3.253
C 0.710 -4.220 -3.389
C 0.108 -2.982 -3.505
C 0.896 -1.827 -3.493
C 2.281 -1.919 -3.358
C 2.878 -3.161 -3.233
C 0.247 -0.564 -3.665
C -0.373 0.458 -3.834
H 0.114 -5.122 -3.417
H -0.964 -2.901 -3.628
H 2.884 -1.021 -3.371
H 3.951 -3.247 -3.132
I -2.732 -0.874 -1.434
C -1.239 1.577 -4.070
C -1.607 1.999 -5.338
C -2.513 3.041 -5.450
C -3.025 3.628 -4.299
C -2.607 3.158 -3.070
N -1.721 2.157 -2.952
H -1.197 1.503 -6.206
H -2.827 3.385 -6.426
H -3.746 4.431 -4.350
H -2.989 3.573 -2.147
```

The calculation puts the HOMO-LUMO gap at 7.30 eV. As for the max |F|: 0.159 eV Å⁻¹. Its net charge is +2. The LUMO energy is -6.8 eV. The value obtained for the energy above the lowest of the compared OMol25 structures with the same formula, charge and spin is 0.000 eV.